(i)
ORCA calculation (ωB97M-V/def2-TZVPD) on a 2-piece molecular cluster, C4H12S overall.

Summary:
Kohn-Sham gap   9.9 eV
LUMO level   0.935 eV
SMILES string   CCS.CC

Last column: Mulliken charge in e.
Positions of all 17 atoms, in Å:
C 0.64152 1.05902 -1.42853  -0.722
C -0.49780 1.50220 -0.51082  -0.476
S -1.77675 0.21780 -0.35377  -0.218
H 1.30492 0.32692 -0.95788  0.079
H 1.33260 1.89502 -1.60762  0.315
H 0.25934 0.67728 -2.36866  0.303
H -0.15731 1.60611 0.50746  0.263
H -0.92131 2.39977 -0.94141  0.342
H -2.32657 0.34949 -1.56817  0.103
C 0.97721 -1.82247 1.18467  -0.735
C 2.25948 -0.98166 1.45760  -0.856
H 1.08964 -2.17083 0.17001  0.265
H 1.09339 -2.75406 1.74349  0.363
H 0.06555 -1.30700 1.46185  0.140
H 2.80449 -0.66514 0.57065  0.266
H 1.99002 -0.02491 1.90792  0.253
H 2.94730 -1.48564 2.12198  0.316

(ii)
ORCA calculation (ωB97M-V/def2-TZVPD) on a 2-piece molecular cluster, C4H12S overall.

Summary:
Kohn-Sham gap   9.2 eV
LUMO level   1.003 eV
SMILES string   CSC.CC

Last column: Mulliken charge in e.
Positions of all 17 atoms, in Å:
C 2.76233 0.61014 0.49289  -0.890
S 1.08886 0.85415 0.87835  -0.090
C 0.10994 1.54735 -0.42062  -0.454
H 3.38363 0.39321 1.36840  0.305
H 3.44441 1.34637 0.12701  0.352
H 2.74425 -0.25305 -0.20941  0.251
H -0.62985 2.17400 0.05110  0.255
H -0.35377 0.66078 -0.97300  -0.094
H 0.68379 2.20702 -1.04480  0.359
C -2.88841 -2.41563 -0.88349  -0.952
C -1.94623 -1.29448 -0.66604  -0.773
H -3.87400 -2.07647 -1.29199  0.249
H -3.20264 -2.87598 0.06208  0.288
H -2.56053 -3.21995 -1.55304  0.278
H -2.52428 -0.31814 -0.57258  0.286
H -1.29468 -0.98621 -1.44344  0.320
H -1.46396 -1.40212 0.28957  0.309

Most stable structure, least stable structure: (i), (ii).

(i)
ORCA calculation (ωB97M-V/def2-TZVPD) on one molecule with the formula C13H16N2O6.

Summary:
Kohn-Sham gap   8.8 eV
LUMO level   0.395 eV
SMILES string   N[C@@H](CC(=O)O)C(=O)N[C@@H](Cc1ccc(O)cc1)C(=O)O

Last column: Mulliken charge in e.
Positions of all 37 atoms, in Å:
N -2.31450 0.05318 -1.12745  -0.626
C -1.43530 1.08256 -1.73209  1.050
C -1.65913 1.64929 -3.13392  -1.053
C -0.38832 1.88757 -3.97242  0.623
O 0.76517 1.52259 -3.56092  -0.588
O -0.62004 2.48895 -5.09965  -0.442
C -1.32774 2.22272 -0.72705  -0.074
O -2.28910 2.90137 -0.32478  -0.712
N -0.18924 2.35709 -0.01305  -0.081
C 0.41807 1.21701 0.67401  -0.931
C -0.50353 0.04107 1.19341  -0.538
C 0.18942 -1.14775 1.97177  0.129
C 1.12421 -1.03892 3.00757  -0.279
C 1.68495 -2.10947 3.70062  -0.639
C 1.35852 -3.35698 3.20033  1.019
O 1.99307 -4.51838 3.65193  -0.561
C 0.40877 -3.51319 2.19636  -0.912
C -0.18138 -2.39356 1.60733  0.146
C 1.47335 0.42937 -0.39255  0.431
O 1.47801 -0.64535 -0.85556  -0.495
O 2.31482 1.49727 -0.68327  -0.466
H -3.23066 0.17034 -1.53864  0.323
H -2.14307 -0.77320 -1.62882  0.222
H -0.32692 0.63212 -1.72685  -0.213
H -2.21411 0.91481 -3.76335  0.347
H -2.10410 2.65203 -3.11246  0.344
H 0.17152 2.85487 -5.60893  0.399
H -0.16896 3.16980 0.66591  0.367
H 1.07347 1.50196 1.42400  0.853
H -1.21810 -0.24436 0.37853  0.204
H -1.12429 0.49173 1.92949  0.693
H 1.50109 0.03039 3.27866  0.079
H 2.40381 -1.73583 4.54641  0.175
H 2.63028 -4.21079 4.34630  0.281
H 0.27751 -4.52841 1.87457  0.391
H -0.79821 -2.72847 0.67949  0.140
H 2.97066 1.17655 -1.32493  0.395

(ii)
ORCA calculation (ωB97M-V/def2-TZVPD) on one molecule with the formula C13H16N2O6.

Summary:
Kohn-Sham gap   9.0 eV
LUMO level   0.352 eV
SMILES string   N[C@@H](Cc1ccc(O)cc1)C(=O)N[C@@H](CC(=O)O)C(=O)O

Last column: Mulliken charge in e.
Positions of all 37 atoms, in Å:
N 0.42137 -1.41561 -0.31065  -0.546
C 0.21808 -0.20894 0.42880  -0.288
C -1.14764 -0.15059 1.16893  -1.158
C -2.44862 -0.06743 0.44521  0.084
C -3.06280 1.14623 0.16380  -0.062
C -4.35434 1.32684 -0.29885  -1.002
C -5.09120 0.18125 -0.51900  1.076
O -6.41623 0.14497 -0.81958  -0.534
C -4.50655 -1.06482 -0.44674  -0.869
C -3.17040 -1.14508 0.00284  -0.013
C 1.31229 -0.27891 1.62413  0.389
O 1.04584 -0.26036 2.78801  -0.647
N 2.63663 -0.42994 1.22944  0.016
C 3.14411 -0.40304 -0.13246  0.190
C 4.01045 0.80257 -0.51536  -0.549
C 3.29311 2.11041 -0.46254  0.481
O 2.08124 2.29091 -0.35466  -0.600
O 4.11672 3.12690 -0.55458  -0.460
C 3.73437 -1.71279 -0.69251  0.199
O 4.88403 -1.87861 -0.78456  -0.506
O 2.78324 -2.61527 -1.03412  -0.573
H 0.32221 -1.27798 -1.30343  0.278
H -0.16852 -2.14417 0.05594  0.214
H 0.44304 0.66479 -0.17351  0.352
H -1.13839 0.69615 1.85644  0.482
H -1.08791 -1.14840 1.69980  0.506
H -2.42347 2.05888 0.34988  0.263
H -4.73474 2.32909 -0.30937  0.300
H -6.77489 1.03130 -0.69284  0.288
H -5.13882 -1.89670 -0.84722  0.334
H -2.73254 -2.16429 0.05994  0.240
H 3.19153 -0.51647 2.05774  0.234
H 2.16190 -0.29946 -0.67570  0.242
H 4.93923 0.93220 0.08890  0.358
H 4.23444 0.63103 -1.60745  0.300
H 3.51421 3.91352 -0.72942  0.378
H 1.90903 -2.30818 -0.75529  0.603

Most stable structure, least stable structure: (ii), (i).

(i)
ORCA calculation (ωB97M-V/def2-TZVPD) on one molecule with the formula C3H4O.

Summary:
Kohn-Sham gap   9.8 eV
LUMO level   0.818 eV
SMILES string   C#COC

Last column: Mulliken charge in e.
Positions of all 8 atoms, in Å:
C 2.11711 -0.51659 -0.03438  -0.363
C 1.10526 0.12625 0.05108  0.122
O 0.13472 0.95559 0.07415  -0.470
C -1.39736 0.22792 -0.01799  -0.475
H 2.94558 -1.15353 0.03115  0.408
H -1.47747 -0.11496 -1.04069  0.277
H -2.05689 1.04474 0.22933  0.208
H -1.37094 -0.56942 0.70735  0.292

(ii)
ORCA calculation (ωB97M-V/def2-TZVPD) on a 2-piece molecular cluster, C3H4O overall.

Summary:
Kohn-Sham gap   10.6 eV
LUMO level   0.333 eV
SMILES string   C#C.C=O

Last column: Mulliken charge in e.
Positions of all 8 atoms, in Å:
C 1.62765 -0.06143 0.54354  -0.334
C 2.71424 0.47590 0.44417  -0.255
H 0.56345 -0.32951 0.56206  0.234
H 3.61937 0.90765 0.09481  0.368
C -2.16869 -0.48057 -0.77737  -0.047
O -1.53533 0.18198 0.04431  -0.433
H -2.07629 -0.34134 -1.82394  0.251
H -2.86306 -1.29612 -0.44943  0.215

(iii)
ORCA calculation (ωB97M-V/def2-TZVPD) on one molecule with the formula C3H4O.

Summary:
Kohn-Sham gap   10.7 eV
LUMO level   0.772 eV
SMILES string   C#CCO

Last column: Mulliken charge in e.
Positions of all 8 atoms, in Å:
C 1.81804 -0.25639 0.14857  -0.087
C 0.62337 -0.23475 0.35125  -0.400
C -0.79253 -0.28482 0.09937  -0.134
O -1.45732 0.95338 -0.02720  -0.521
H 2.74337 -0.05336 0.61506  0.326
H -1.42290 -0.89500 0.74691  0.282
H -0.58434 -0.91742 -0.78932  0.188
H -0.83167 1.66198 -0.23114  0.346

(iv)
ORCA calculation (ωB97M-V/def2-TZVPD) on one molecule with the formula C3H4O.

Summary:
Kohn-Sham gap   11.2 eV
LUMO level   0.975 eV
SMILES string   C=C1CO1

Last column: Mulliken charge in e.
Positions of all 8 atoms, in Å:
C -1.33381 -0.59897 0.05355  -0.634
C -0.10803 -0.19913 0.04293  0.259
C 1.07476 0.62136 0.04623  -0.113
O 1.48583 -0.76083 0.01808  -0.437
H -1.59643 -1.60589 0.02251  0.295
H -2.08778 0.16976 -0.15519  0.225
H 1.00361 1.25521 -0.95991  0.171
H 1.56186 1.11847 0.93180  0.234

Most stable structure, least stable structure: (iii), (iv).

(i)
ORCA calculation (ωB97M-V/def2-TZVPD) on C32H30Cl2N8O2PbS2 as an isolated structure.

Summary:
Kohn-Sham gap (alpha / beta)   3.2 / 4.7 eV
LUMO level (alpha / beta)   1.240 / 1.238 eV
Charge   -1
Spin multiplicity   2

Last column: Mulliken spin population.
Positions of all 77 atoms, in Å:
Pb 0.11780 0.93923 0.50036  -0.009
C -0.51980 1.98643 4.94126  0.061
C -0.17320 0.86223 5.70266  0.014
C 0.37030 -0.21277 5.06486  0.039
C 0.58630 -0.20227 3.65706  -0.029
N 0.21330 0.89573 2.93876  0.065
C -0.31240 1.93303 3.58406  -0.027
N 1.13850 -1.30957 3.17966  0.065
C 1.60540 -1.57697 1.98066  0.195
N 1.70540 -0.78427 0.87376  -0.080
C 2.39970 -1.44597 -0.08344  0.265
N 2.75270 -1.09177 -1.31764  0.017
C 2.58830 0.08883 -1.90294  -0.014
C 3.09470 0.19803 -3.23474  0.051
C 3.00290 1.37623 -3.91844  -0.006
C 2.40500 2.47783 -3.28914  0.075
C 1.90490 2.29533 -2.01534  -0.031
N 1.96140 1.15843 -1.34274  0.064
C 2.72650 -2.77067 0.38836  0.046
C 3.36580 -3.84757 -0.20794  0.024
C 3.48670 -5.01497 0.51666  0.019
C 2.98050 -5.10957 1.81656  0.050
C 2.34380 -4.04297 2.42276  -0.017
C 2.21660 -2.86217 1.70496  0.078
H -0.94070 2.86873 5.40016  0.006
H -0.32920 0.85593 6.77496  0.002
H 0.65940 -1.11147 5.58736  0.004
H -0.58730 2.76973 2.95736  0.003
H 3.55350 -0.67637 -3.67144  0.005
H 3.38070 1.46273 -4.93254  0.001
H 2.32400 3.43423 -3.78094  0.006
H 1.41410 3.11393 -1.50494  0.002
H 3.74240 -3.75697 -1.21814  0.009
H 3.97730 -5.87457 0.07576  0.004
H 3.08370 -6.04737 2.34846  0.005
H 1.94040 -4.12327 3.42266  0.006
S -1.87130 2.28723 -1.18334  0.000
C -1.16450 3.69443 -0.54364  0.001
C -1.46410 4.95923 -1.09004  0.000
C -0.84170 6.07373 -0.59294  0.000
C 0.07020 5.93293 0.45786  0.000
C 0.29800 4.66203 0.94686  0.000
N -0.29460 3.57723 0.47346  0.002
H -2.17670 5.00803 -1.89814  0.000
H -1.04450 7.05133 -1.01044  0.000
H 0.57820 6.78783 0.87286  0.000
H 1.00330 4.49443 1.75396  0.000
C -2.78920 -2.11727 -2.85504  0.000
C -2.39650 -1.18627 -1.67744  0.001
N -0.97450 -0.97257 -1.69104  -0.003
C -0.57600 -0.31577 -2.90484  0.014
C -0.90210 -1.22807 -4.11444  0.001
N -1.54010 -2.46037 -3.58394  0.000
C -0.60450 -3.17327 -2.67524  0.001
C -0.27670 -2.21467 -1.50404  0.037
H -3.47570 -1.63307 -3.55274  0.000
H -3.24140 -3.04637 -2.50224  0.000
H -2.66260 -1.63777 -0.72064  -0.001
H -2.89360 -0.21977 -1.74414  -0.001
H 0.49250 -0.11187 -2.85994  -0.008
H -1.10680 0.63683 -2.95714  -0.002
H 0.00070 -1.51127 -4.65944  0.001
H -1.60000 -0.74927 -4.80324  0.000
H -1.76970 -3.07357 -4.36784  0.000
H 0.29320 -3.43227 -3.24064  -0.001
H -1.08700 -4.08877 -2.32914  -0.001
H 0.79390 -2.01717 -1.47304  -0.023
H -0.57360 -2.63187 -0.53964  0.004
S -2.06480 -2.01987 1.63696  0.000
C -1.77750 -0.43107 1.34916  0.009
Cl -3.62520 3.11833 2.58096  0.001
C -4.13340 1.62173 3.35886  0.002
Cl -5.73760 1.14473 2.76736  0.000
C -3.17480 0.43883 3.11246  -0.001
O -2.98290 -0.35097 4.00176  0.001
O -2.65820 0.48943 1.90926  0.000
H -4.22750 1.78953 4.43346  -0.001

(ii)
ORCA calculation (ωB97M-V/def2-TZVPD) on C32H30Cl2N8O2PbS2 as an isolated structure.

Summary:
Kohn-Sham gap (alpha / beta)   3.0 / 5.1 eV
LUMO level (alpha / beta)   1.021 / 1.020 eV
Charge   -1
Spin multiplicity   2

Last column: Mulliken spin population.
Positions of all 77 atoms, in Å:
Pb -0.16099 -0.22846 0.10323  0.005
C 0.96275 -2.53930 3.97716  0.053
C 2.15547 -3.23926 3.70413  0.012
C 2.60888 -3.32041 2.42302  0.029
C 1.88003 -2.72489 1.34658  -0.022
N 0.78556 -1.98038 1.64974  0.056
C 0.35289 -1.92338 2.91971  -0.021
N 2.32384 -2.99315 0.10913  0.046
C 1.66305 -2.72330 -1.01404  0.147
N 0.54347 -1.97660 -1.22786  -0.049
C 0.09519 -2.15779 -2.51698  0.279
N -1.01753 -1.69565 -3.09747  -0.012
C -2.08019 -1.25502 -2.42317  0.019
C -3.09022 -0.63022 -3.30070  0.000
C -4.21584 -0.09815 -2.84143  0.067
C -4.52480 -0.15781 -1.39498  0.002
C -3.54447 -0.99056 -0.52471  -0.031
N -2.27689 -1.41839 -1.12059  0.088
C 1.05286 -2.98204 -3.20966  0.028
C 1.12192 -3.43598 -4.52946  0.033
C 2.18132 -4.24720 -4.88300  0.005
C 3.15854 -4.62191 -3.93764  0.055
C 3.08763 -4.17803 -2.63109  -0.020
C 2.03046 -3.34407 -2.27612  0.120
H 0.55599 -2.46002 4.97569  0.006
H 2.70491 -3.71644 4.50772  0.002
H 3.50841 -3.86117 2.16256  0.002
H -0.54141 -1.32336 3.07505  0.001
H -2.84341 -0.60685 -4.35343  -0.002
H -4.91783 0.39452 -3.50383  0.005
H -5.57946 -0.36091 -1.21056  0.001
H -4.02007 -1.84870 -0.03736  0.008
H 0.36571 -3.14120 -5.24576  0.007
H 2.26967 -4.60086 -5.90372  0.002
H 3.97085 -5.27112 -4.24269  0.006
H 3.82861 -4.46060 -1.89397  0.003
S 2.57374 0.91312 0.25872  0.004
C 2.93730 0.65258 1.93917  0.004
C 4.25014 0.28492 2.32764  -0.001
C 4.55451 0.09666 3.65101  0.000
C 3.55557 0.25871 4.61441  0.002
C 2.30557 0.62033 4.16538  -0.002
N 1.98653 0.83125 2.88268  0.001
H 4.99116 0.15658 1.55097  -0.001
H 5.56130 -0.17788 3.94531  0.000
H 3.74394 0.09845 5.66761  0.000
H 1.49289 0.75346 4.87584  0.002
C -1.51649 4.86119 0.75525  0.000
C -0.94000 3.55399 0.15674  0.001
N -0.21264 2.82626 1.18461  0.002
C 0.90913 3.60631 1.66634  0.000
C 0.38151 4.90522 2.33477  0.000
N -1.11973 4.89713 2.20920  0.000
C -1.68893 3.70762 2.93558  0.000
C -1.07980 2.44117 2.28055  0.000
H -2.60482 4.89796 0.71874  0.000
H -1.11023 5.76040 0.29314  0.000
H -0.26196 3.76958 -0.66438  0.000
H -1.73379 2.92639 -0.24430  0.000
H 1.56306 3.83012 0.82571  0.000
H 1.46903 3.00063 2.37809  0.000
H 0.73685 5.81456 1.85100  0.000
H 0.61042 4.95687 3.39909  0.000
H -1.49128 5.74494 2.62782  0.000
H -2.77210 3.75678 2.82775  0.000
H -1.42597 3.82134 3.98677  0.000
H -1.86838 1.78749 1.90134  0.002
H -0.47930 1.87441 2.99433  0.000
S -4.01344 1.29198 -0.34324  0.026
C -3.11273 0.10229 0.44379  0.029
Cl 1.47063 3.46265 -3.04623  0.001
C 0.56946 1.98499 -3.59919  0.000
Cl 1.51382 0.54219 -3.24754  0.004
C -0.83748 1.99657 -2.96039  -0.010
O -1.67501 2.61825 -3.62222  0.000
O -0.97484 1.40378 -1.86940  0.007
H 0.47848 2.08635 -4.67260  0.000

Most stable structure, least stable structure: (i), (ii).